No. 1
The following is a DFT calculation (ωB97M-V with the def2-TZVPD basis set) of an isolated ion of composition C4H10N3O and charge +1.

## Properties
HOMO-LUMO gap	8.5121	eV
relative energy (zero: lowest compared OMol25 entry of this formula, charge and spin)	1.129	eV
energy	-10820.2747	eV
net charge	+1

Last column: Löwdin charge in e.
Element x y z (Å)
C 0.226 1.123 -0.119  -0.302
C -0.709 0.224 -0.797  -0.085
C -1.265 -0.875 0.227  -0.242
C 2.041 -0.417 -0.385  -0.071
N -0.503 -2.053 0.354  0.015
N 1.481 0.729 0.135  0.100
N -0.180 2.294 0.332  0.254
O 3.263 -0.511 0.094  0.081
H -1.554 0.781 -1.195  0.125
H -0.203 -0.311 -1.598  0.120
H -1.373 -0.413 1.210  0.120
H -2.257 -1.151 -0.136  0.124
H -0.426 -2.588 -0.499  0.094
H 0.397 -1.952 0.804  0.061
H 2.082 1.337 0.706  0.176
H -1.126 2.613 0.177  0.150
H 0.441 2.926 0.819  0.147
H 3.730 -1.283 -0.261  0.132

---

No. 2
The following is a DFT calculation (ωB97M-V with the def2-TZVPD basis set) of an isolated ion of composition C4H10N3O2 and charge -1.

## Properties
HOMO-LUMO gap	5.9273	eV
SMILES	CCN(CC)N([O-])N=O
relative energy (zero: lowest compared OMol25 entry of this formula, charge and spin)	2.989	eV
energy	-12871.4912	eV
net charge	-1

Last column: Löwdin charge in e.
Element x y z (Å)
O 1.845 2.067 -0.487  -0.236
O 0.669 -0.245 -2.543  -0.226
N 1.861 1.252 -1.412  -0.116
N 0.880 0.318 -1.441  -0.391
N 0.044 0.070 -0.315  -0.125
C -1.958 1.249 0.568  -0.092
C 1.660 -1.268 1.088  -0.102
C -1.350 0.394 -0.551  -0.261
C 0.301 -1.252 0.343  -0.226
H -1.298 2.106 0.747  0.075
H -2.936 1.544 0.225  0.052
H -2.068 0.689 1.459  0.039
H 1.785 -2.221 1.639  0.057
H 1.648 -0.444 1.832  0.072
H 2.491 -1.127 0.399  0.060
H -1.413 0.895 -1.538  0.120
H -1.900 -0.547 -0.688  0.100
H -0.509 -1.414 1.074  0.101
H 0.249 -2.068 -0.398  0.101

---

No. 3
The following is a DFT calculation (ωB97M-V with the def2-TZVPD basis set) of a 2-piece molecular cluster, C4H10N3O2 overall.

## Properties
HOMO-LUMO gap (spin up / spin down)	6.0061 / 5.3877	eV
relative energy (zero: lowest compared OMol25 entry of this formula, charge and spin)	4.050	eV
energy	-12870.4293	eV
net charge	-1

Last column: Löwdin charge in e.
Element x y z (Å)
C 1.139 2.982 1.302  -0.052
C -0.028 -2.363 -1.492  -0.058
C 1.722 -1.266 -0.012  -0.136
C -0.481 -0.475 -0.096  -0.180
N -1.724 -0.513 -0.629  0.025
N 0.467 -1.356 -0.523  -0.261
N -2.754 0.203 -0.207  -0.542
O -2.607 0.994 0.754  -0.106
O -3.830 0.042 -0.807  -0.095
H 1.969 2.760 0.569  0.039
H 1.492 3.191 2.270  -0.027
H 0.518 2.082 1.403  -0.007
H 0.768 -2.750 -2.152  0.077
H -0.597 -3.130 -0.894  0.099
H -0.803 -1.844 -2.083  0.068
H 0.638 3.986 1.174  0.036
H 2.001 -0.615 0.729  -0.031
H 2.335 -2.224 -0.074  0.023
H -0.224 0.294 0.768  0.128

---

No. 4
The following is a DFT calculation (ωB97M-V with the def2-TZVPD basis set) of an isolated ion of composition C4H10N3O2 and charge +1.

## Properties
HOMO-LUMO gap	10.9789	eV
SMILES	NC1=[NH+]CCO[C@]1(N)O
relative energy (zero: lowest compared OMol25 entry of this formula, charge and spin)	1.322	eV
energy	-12867.8989	eV
net charge	+1

Last column: Löwdin charge in e.
Element x y z (Å)
C 0.644 -0.741 0.271  -0.538
C -1.759 0.672 0.077  -0.107
C -1.518 -0.684 -0.565  -0.217
C 0.624 0.924 0.237  -0.185
N 1.235 -1.225 -0.787  0.166
N 1.732 1.589 0.153  0.238
N -0.545 1.453 0.058  0.125
O 1.233 -1.038 1.513  0.047
O -0.714 -1.413 0.289  -0.037
H -2.675 1.179 -0.218  0.138
H -2.119 0.524 1.117  0.150
H -2.489 -1.263 -0.694  0.162
H -1.263 -0.796 -1.601  0.124
H 0.801 -2.054 -1.216  0.153
H 2.206 -1.292 -0.943  0.114
H 2.554 1.027 0.088  0.130
H 1.866 2.551 0.482  0.166
H -0.626 2.479 -0.135  0.203
H 0.815 -1.891 1.874  0.169

---

No. 5
The following is a DFT calculation (ωB97M-V with the def2-TZVPD basis set) of an isolated ion of composition C4H10N3S and charge +1.

## Properties
HOMO-LUMO gap	10.0437	eV
SMILES	C[N@@H+]1C=CS[C@H]1NN
relative energy (zero: lowest compared OMol25 entry of this formula, charge and spin)	3.194	eV
energy	-19606.1579	eV
net charge	+1

Last column: Löwdin charge in e.
Element x y z (Å)
C 1.424 -0.940 0.900  -0.152
C 2.132 -1.254 -0.153  -0.367
C 0.117 0.162 -0.805  -0.531
C -0.170 0.884 1.479  0.011
N -1.984 0.088 -2.203  0.044
N -1.014 -0.494 -1.278  -0.123
N 0.246 -0.197 0.642  -0.161
S 1.737 -0.358 -1.578  1.022
H 1.519 -1.237 1.955  0.157
H 3.039 -1.801 0.007  0.098
H -0.212 1.246 -0.891  0.153
H 0.596 1.491 1.967  0.136
H -0.727 1.599 0.925  0.096
H -0.840 0.569 2.181  0.086
H -2.486 0.948 -1.844  0.120
H -1.613 0.218 -3.097  0.055
H -0.831 -1.405 -1.691  0.129
H -0.571 -0.919 0.704  0.226

---

No. 6
The following is a DFT calculation (ωB97M-V with the def2-TZVPD basis set) of C4H10N4 in the gas phase.

## Properties
HOMO-LUMO gap	8.0664	eV
relative energy (zero: lowest compared OMol25 entry of this formula, charge and spin)	4.901	eV
energy	-10265.9496	eV

Last column: Löwdin charge in e.
Element x y z (Å)
C 1.253 -2.090 -0.074  -0.072
C 0.923 -0.918 -0.943  -0.506
N 1.179 0.517 -0.101  0.131
N 0.355 -0.761 -2.015  0.051
H 1.715 0.672 0.750  0.114
H 1.520 1.145 -0.819  0.122
H -0.665 0.560 -1.648  0.045
H 2.226 -1.958 0.410  0.065
H 0.494 -2.225 0.702  0.072
H 1.278 -2.986 -0.691  0.076
C -0.765 0.700 1.504  -0.329
C -1.189 1.231 -0.853  -0.125
N -0.352 1.208 0.281  -0.065
N -1.935 0.622 1.979  0.104
H -2.658 0.934 1.330  0.037
H 0.058 0.365 2.134  0.107
H -2.150 0.741 -0.693  0.085
H -1.289 2.243 -1.252  0.086

---

No. 7
The following is a DFT calculation (ωB97M-V with the def2-TZVPD basis set) of C4H10N4 in the gas phase.

## Properties
HOMO-LUMO gap	7.4620	eV
SMILES	CC(/C=N/N)=C(N)N
relative energy (zero: lowest compared OMol25 entry of this formula, charge and spin)	1.981	eV
energy	-10268.8698	eV

Last column: Löwdin charge in e.
Element x y z (Å)
C 0.143 -1.673 -0.933  -0.075
C 0.036 -0.321 -0.316  -0.286
C -0.489 -0.083 0.941  -0.193
C 0.467 0.801 -0.979  -0.416
H 1.202 -1.960 -1.063  0.079
H -0.380 -1.819 -1.896  0.072
H -0.287 -2.450 -0.169  0.102
H -0.858 0.872 1.293  0.103
H -1.180 0.352 3.181  0.069
H -1.664 -1.208 3.431  0.077
H 0.838 -0.104 -2.792  0.097
H 1.300 1.553 -2.702  0.102
H 0.504 2.835 -0.852  0.087
H 0.455 2.083 0.646  0.090
N -0.734 -1.042 1.780  -0.081
N -0.883 -0.634 3.075  -0.053
N 0.755 0.791 -2.306  0.124
N 0.775 2.007 -0.339  0.101

---

No. 8
The following is a DFT calculation (ωB97M-V with the def2-TZVPD basis set) of C4H10N4 in the gas phase.

## Properties
HOMO-LUMO gap	8.8935	eV
SMILES	[H]/N=C(/N)C(C)=C(N)N
relative energy (zero: lowest compared OMol25 entry of this formula, charge and spin)	2.170	eV
energy	-10268.6812	eV

Last column: Löwdin charge in e.
Element x y z (Å)
C -0.053 1.987 -0.268  -0.045
C 0.074 0.440 -0.098  -0.205
C 1.236 -0.154 0.021  -0.461
C -1.261 -0.283 -0.078  -0.455
H 0.394 2.389 -1.133  0.057
H -1.087 2.108 -0.198  0.019
H 0.328 2.454 0.687  0.096
H 0.109 -1.660 0.720  0.080
H 1.525 -2.182 -0.398  0.174
H 3.209 -0.229 0.522  0.103
H 2.510 1.359 -0.102  0.085
H -2.163 0.877 1.332  0.089
H -3.213 -0.260 0.389  0.127
H -0.522 -1.991 -0.907  0.092
N 1.142 -1.489 0.475  0.011
N 2.565 0.338 -0.052  0.114
N -2.407 0.472 0.422  0.054
N -1.453 -1.437 -0.613  0.062

---

No. 9
The following is a DFT calculation (ωB97M-V with the def2-TZVPD basis set) of a 2-piece molecular cluster, C4H10N4 overall.

## Properties
HOMO-LUMO gap	7.6467	eV
relative energy (zero: lowest compared OMol25 entry of this formula, charge and spin)	9.032	eV
energy	-10261.8188	eV

Last column: Löwdin charge in e.
Element x y z (Å)
C -0.942 -1.339 0.105  -0.422
C -1.129 0.167 -0.042  -0.138
C 0.490 -1.171 -0.198  -0.117
C 1.191 2.148 0.665  -0.259
H -1.080 -1.504 -1.979  0.056
H -1.940 -2.902 -0.957  0.182
H -1.189 -2.124 1.047  0.203
H -2.046 0.300 -0.653  0.126
H -1.030 0.463 0.935  0.059
H 0.825 -1.583 -1.167  0.101
H 1.289 -1.264 0.735  0.156
H 2.229 1.408 -1.379  0.267
H 1.758 3.053 0.579  0.067
H 1.254 2.547 2.646  0.059
N -1.529 -1.767 -1.123  -0.047
N 0.213 0.308 -0.599  -0.222
N 0.837 1.433 -0.563  -0.080
N 0.799 1.828 1.948  0.010

---

No. 10
The following is a DFT calculation (ωB97M-V with the def2-TZVPD basis set) of C4H10N4O in the gas phase.

## Properties
HOMO-LUMO gap	9.8683	eV
SMILES	[H]/N=C(/N)N(C)/C(CO)=N\[H]
relative energy (zero: lowest compared OMol25 entry of this formula, charge and spin)	1.919	eV
energy	-12316.6157	eV

Last column: Löwdin charge in e.
Element x y z (Å)
C 1.464 0.133 -0.950  -0.175
C -1.692 -1.327 0.061  -0.033
N -0.749 -0.208 0.142  -0.090
C -0.044 0.007 1.346  -0.554
C -0.197 0.228 -1.025  -0.370
N 0.075 1.336 1.652  0.151
O 2.036 1.404 -1.214  -0.082
N 0.201 -0.851 2.277  0.130
N -0.751 0.756 -2.047  0.148
H 2.551 1.344 -2.035  0.093
H 0.235 1.974 0.881  0.096
H 0.680 1.492 2.449  0.105
H -0.039 -1.798 1.990  0.032
H -1.629 1.217 -1.790  0.065
H 1.693 -0.562 -1.767  0.110
H 1.977 -0.293 -0.086  0.108
H -2.363 -1.306 0.924  0.095
H -2.292 -1.267 -0.852  0.089
H -1.156 -2.281 0.046  0.084

---

No. 11
The following is a DFT calculation (ωB97M-V with the def2-TZVPD basis set) of C4H10N4O as an isolated structure.

## Properties
HOMO-LUMO gap	8.7617	eV
relative energy (zero: lowest compared OMol25 entry of this formula, charge and spin)	4.547	eV
energy	-12313.9884	eV

Last column: Löwdin charge in e.
Element x y z (Å)
C 0.717 -1.570 -1.108  -0.076
N 0.412 -0.155 -0.917  -0.044
C 1.677 0.799 -0.510  -0.311
O 1.783 1.884 -1.033  0.013
H -0.040 0.289 -1.712  0.138
H 2.520 0.128 -0.279  0.134
H 1.209 -1.941 -0.208  0.087
H -0.217 -2.112 -1.254  0.087
H 1.389 -1.697 -1.957  0.089
C -1.705 1.188 0.099  -0.035
C -0.729 0.099 0.496  -0.537
N 0.607 0.781 1.134  -0.041
N 1.077 0.280 2.137  0.121
N -1.090 -0.966 1.160  0.032
H 0.347 -0.389 2.519  0.065
H -2.071 -0.934 1.420  0.037
H -1.188 2.038 -0.349  0.076
H -2.423 0.774 -0.613  0.082
H -2.273 1.506 0.975  0.085

---

No. 12
The following is a DFT calculation (ωB97M-V with the def2-TZVPD basis set) of an isolated ion of composition C4H10N4O2 and charge +2.

## Properties
HOMO-LUMO gap	10.9204	eV
SMILES	N/C(O)=[N+](\N)CC[NH+]=C=O
relative energy (zero: lowest compared OMol25 entry of this formula, charge and spin)	1.098	eV
energy	-14346.3153	eV
net charge	+2

Last column: Löwdin charge in e.
Element x y z (Å)
C 2.209 0.538 0.947  -0.220
C -1.817 -0.001 -0.174  -0.413
C 1.611 -1.150 -0.692  -0.039
C 0.352 -1.095 0.122  -0.112
N 2.528 -0.093 -0.101  0.162
N -2.605 1.096 -0.165  0.264
N -0.493 0.064 -0.014  -0.035
N 0.053 1.235 0.568  0.117
O 2.328 1.132 1.896  0.360
O -2.280 -1.116 -0.451  0.255
H 2.260 -2.061 -0.794  0.173
H 1.466 -0.931 -1.734  0.132
H -0.412 -1.901 0.083  0.162
H 0.640 -1.358 1.134  0.154
H 3.440 0.098 -0.560  0.228
H -2.364 2.078 -0.235  0.151
H -3.601 0.846 -0.183  0.164
H -3.138 -1.096 -0.913  0.201
H 0.340 2.026 -0.015  0.149
H -0.518 1.688 1.280  0.145

---

No. 13
The following is a DFT calculation (ωB97M-V with the def2-TZVPD basis set) of a 2-piece molecular cluster, C4H10N4O2 overall.

## Properties
HOMO-LUMO gap	9.6004	eV
relative energy (zero: lowest compared OMol25 entry of this formula, charge and spin)	1.570	eV
energy	-14345.8428	eV
net charge	+2

Last column: Löwdin charge in e.
Element x y z (Å)
C -0.460 -1.597 -0.243  -0.133
C 0.418 1.817 0.191  -0.086
C 0.497 0.592 0.193  -0.025
C -2.622 -0.422 -0.077  -0.477
N -1.680 -1.319 -0.036  0.208
N 0.535 -0.718 -0.080  -0.008
N 0.542 3.139 0.235  0.177
N 2.877 -1.871 -0.039  0.217
O -3.690 -0.445 0.681  0.207
O -2.685 0.309 -1.124  0.219
H -0.089 -2.646 -0.421  0.169
H 1.853 -1.287 -0.187  0.076
H 0.138 3.662 -0.693  0.280
H 1.584 3.343 0.175  0.222
H 0.232 3.397 1.163  0.186
H 3.615 -1.441 -0.642  0.153
H 2.737 -2.792 -0.339  0.093
H 3.198 -1.835 0.944  0.148
H -3.654 -0.902 1.561  0.191
H -3.345 1.017 -1.261  0.184

---

No. 14
The following is a DFT calculation (ωB97M-V with the def2-TZVPD basis set) of an isolated ion of composition C4H10N4OP and charge +1.

## Properties
HOMO-LUMO gap (spin up / spin down)	8.7980 / 8.7972	eV
SMILES	C=C/C=[NH+]\C=N\P(N)(N)=O
relative energy (zero: lowest compared OMol25 entry of this formula, charge and spin)	0.631	eV
energy	-21600.2379	eV
net charge	+1

Last column: Löwdin charge in e.
Element x y z (Å)
C -2.398 0.706 1.034  -0.063
C -2.755 -0.561 0.546  -0.022
C -0.492 -1.086 -0.323  -0.224
C -1.642 1.625 0.251  0.170
N 0.067 0.009 -0.402  0.028
N -1.909 -1.142 -0.309  0.092
N 2.471 0.585 -1.098  -0.057
N 2.174 -1.435 0.627  -0.037
O 1.739 1.042 1.426  -0.288
P 1.735 0.116 0.278  0.405
H -2.673 1.114 1.978  0.109
H -3.613 -1.082 0.886  0.137
H -0.013 -2.040 -0.214  0.129
H -1.738 1.543 -0.767  0.051
H -1.245 2.581 0.542  0.099
H -2.332 -2.071 -0.510  0.176
H 2.347 1.551 -1.349  0.069
H 3.486 0.590 -0.989  0.079
H 2.681 -1.229 1.469  0.061
H 2.705 -1.916 -0.098  0.086